# 1
DFT (ωB97M-V/def2-TZVPD) results for C28H54N2O11S as an isolated structure at a distorted geometry.

Geometry as XYZ:
```
96
Properties=species:S:1:pos:R:3:mulliken_charge:R:1
H -3.344 3.014 -9.157 0.2217
H 0.743 2.104 -8.092 0.2999
H -1.807 -3.982 -1.118 0.6644
O 0.392 -4.474 -1.921 -0.4135
H 0.039 -4.311 -2.804 0.2885
H 0.960 -4.974 8.798 0.2921
H 1.662 3.789 5.283 0.2934
O 5.169 1.641 -7.682 -0.5474
H 0.284 -5.888 5.063 0.2693
O -7.114 -4.405 1.875 -0.5387
C -0.427 1.955 3.086 -0.6801
C -2.054 -2.967 -1.380 -0.8980
C 4.008 1.800 -6.862 -0.4262
C 0.417 2.852 -3.018 -0.5479
H -1.208 2.707 3.008 0.2699
H 3.789 4.675 3.839 0.2435
O 0.020 -4.890 8.625 -0.5082
H -5.211 -4.395 1.134 0.1563
C 4.248 3.897 3.225 -0.5054
H -0.260 -4.307 3.453 0.2805
H 0.136 -2.810 8.587 0.2621
H -1.471 -5.568 4.988 0.2634
H -3.734 1.657 -1.682 0.6304
H 1.847 3.285 8.057 0.2541
H 9.115 1.589 3.119 0.2505
C -6.147 -3.866 0.976 -0.3855
C 1.779 -4.768 -2.046 -0.6203
H 0.502 0.769 -5.606 0.1992
H 5.326 4.072 3.165 0.2663
H 3.825 3.937 2.225 0.2243
H -4.834 2.949 -8.196 0.2537
C -0.008 2.987 -0.646 -0.4897
C -2.465 -2.886 2.076 -0.2099
H -5.988 -2.803 1.172 0.1887
H 4.344 2.003 -5.848 0.2400
S -1.366 -2.026 -4.997 0.1000
C 0.189 1.504 -7.374 -0.5728
H -0.374 1.393 2.150 0.2256
O -0.248 -4.000 4.364 -0.5166
O 1.788 4.095 6.189 -0.4856
H -4.176 1.463 -8.931 0.2831
H 6.406 1.892 3.864 0.3279
H 0.308 3.263 0.352 0.4536
H 7.786 1.937 1.997 0.2520
C -3.960 0.600 1.300 -0.0831
H -3.220 1.265 -3.345 0.3503
C -1.236 2.360 -0.820 -0.4335
O 3.970 2.601 3.763 -0.5047
C -3.918 2.413 -8.456 -0.6103
H 4.337 2.571 4.651 0.2883
H 1.935 -5.661 -2.658 0.2578
H -0.664 1.274 3.906 0.3780
H -4.496 1.101 2.067 0.4836
H 1.769 3.726 -1.643 0.3914
H 4.870 1.462 -8.576 0.2961
H 3.403 2.640 -7.211 0.2035
C -2.695 -0.229 -1.939 -0.1991
C -2.703 -2.627 0.927 -1.3863
H -0.069 0.545 -7.831 0.2817
H -0.223 -3.527 10.181 0.2916
H 2.174 -4.951 -1.050 0.2235
H 1.054 3.031 -3.875 0.4685
H -1.142 1.877 -4.188 0.5123
C -3.406 0.071 0.374 -0.6480
C -1.614 1.977 -2.105 0.6449
H 2.491 2.228 6.786 0.2027
C -2.192 -1.079 -2.986 1.1780
H -2.302 -3.120 3.103 0.7636
H 0.731 2.471 6.944 0.2308
H 3.405 0.894 -6.861 0.2244
H -0.724 2.029 -7.091 0.2163
H 8.262 3.140 3.227 0.2362
O 0.808 2.628 3.330 -0.4506
O 7.261 1.464 3.955 -0.5065
H -1.900 2.161 0.008 0.4364
N -1.384 -3.091 -3.772 -0.8688
C -0.492 -5.131 5.204 -0.3078
H -1.459 -3.516 8.910 0.2195
C -2.542 -2.135 -0.424 0.5192
O -3.108 2.202 -7.302 -0.3863
O 1.013 1.298 -6.226 -0.4315
H -6.464 -4.006 -0.061 0.2894
C -2.943 1.231 -2.293 -1.3814
H -3.618 1.671 -6.684 0.2437
N -1.978 -0.720 -4.237 -0.4151
H -7.938 -3.933 1.735 0.2946
C 1.709 2.953 7.031 -0.4943
C 0.810 3.236 -1.742 -0.6567
H 2.317 -3.927 -2.491 0.2566
H -0.473 -4.797 6.237 0.0028
C 8.147 2.072 3.020 -0.5503
C -0.813 2.211 -3.215 -0.4918
C -0.395 -3.613 9.106 -0.5618
H 1.500 1.961 3.394 0.2350
C -2.882 -0.741 -0.691 0.4871
C -1.860 -2.466 -2.704 0.6518
```

## Properties
E (eV): -66241.2099



# 2
DFT (ωB97M-V/def2-TZVPD) results for a 4-piece molecular cluster, C28H54N3O8PS overall at a distorted geometry.

Geometry as XYZ:
```
95
Properties=species:S:1:pos:R:3:mulliken_charge:R:1
H 4.565 2.355 -6.892 0.3256
H -3.296 -8.651 -2.719 0.3560
H 3.300 0.957 7.747 0.2147
C -5.474 -2.843 -4.390 -1.4017
C -3.577 -3.381 0.797 -0.3737
O -5.095 -6.994 -1.632 -0.5549
H -0.321 -3.152 -0.165 0.3139
H 3.129 5.204 1.143 0.1942
C 6.253 2.614 -3.876 -1.1621
H 5.996 2.702 1.364 0.2637
H 2.588 4.449 -0.497 0.2005
H 4.817 0.597 -4.561 0.3229
C 0.390 0.275 6.516 -0.7470
O 4.381 3.654 0.343 -0.3411
O 3.502 5.605 3.695 -0.4791
O -0.457 3.418 6.054 -0.5193
H 6.878 1.719 -3.971 0.3282
H -6.539 -0.608 -1.965 0.3342
C 1.700 1.659 0.666 0.3914
H 0.475 4.284 -1.006 0.0738
H -3.861 -2.707 -0.146 0.0912
P 1.792 5.182 3.810 0.2703
H -1.569 -0.428 -0.283 0.0032
H 5.943 2.673 -2.827 0.2088
C 5.448 2.428 -6.248 -1.3528
S 1.568 2.271 -2.236 -0.1184
C 2.991 4.168 0.569 -0.6754
H -7.547 -1.698 -2.945 0.3741
C -3.267 -7.540 -0.170 -1.2768
H -2.184 -7.474 -0.023 0.3587
H 1.948 2.224 7.103 0.2022
H -6.387 -3.442 -4.465 0.3726
H -5.405 -2.808 -2.239 0.1798
H -0.222 6.015 2.980 0.3248
C 4.809 2.791 1.454 -0.4389
H 1.095 6.469 1.948 0.3042
H 6.033 3.301 -6.555 0.3727
O -2.106 -3.537 0.956 -0.3988
H -5.339 -7.935 -1.637 0.3535
H -0.922 1.483 -1.107 -0.1370
H 3.484 6.603 3.590 0.3350
C 0.238 0.949 3.052 0.0839
N -0.420 0.923 5.412 0.1405
H -1.162 3.019 0.112 0.0927
C -6.600 -1.151 -2.915 -1.3917
H 4.422 1.666 1.363 0.1845
H 0.581 -1.674 1.904 0.2951
H 3.435 1.472 -0.801 0.2293
H -2.087 3.019 -1.533 0.3705
C 2.260 1.259 -0.822 -0.4827
O 4.264 1.385 -4.435 -0.4997
H 4.407 3.411 -4.642 0.2462
O -4.205 -1.344 -3.003 -0.4727
C 2.663 1.326 6.808 -0.5019
O -1.312 -1.081 4.014 -0.5369
H 0.285 0.879 7.539 0.3707
C -3.011 -7.595 -2.668 -1.4244
C 0.382 -0.939 0.985 -0.9058
H -3.327 -7.136 -3.611 0.3277
H -3.416 -5.843 -1.485 0.1030
H -1.951 -0.947 1.488 0.1402
H 6.045 1.527 -6.427 0.3459
C 2.039 3.119 1.407 0.2319
H -3.562 -8.595 -0.133 0.3899
H -0.259 3.892 -2.696 0.3950
H 2.150 0.128 -1.109 0.2453
C -1.102 2.634 -0.992 -0.3373
C 1.463 3.511 2.919 0.7345
H -4.109 -4.431 0.686 0.1345
H 1.108 -1.332 0.128 0.4185
H 6.862 3.492 -4.112 0.3706
N 1.877 0.164 6.230 -0.3002
H -4.207 -0.706 -3.736 0.3053
H -1.920 -7.531 -2.595 0.3651
H -5.440 -2.149 -5.237 0.3715
C -1.384 -2.682 0.000 -0.4746
H 0.008 -0.823 6.779 0.2450
H -1.889 -2.643 -1.081 0.1918
C -0.146 2.429 5.213 -0.0228
C 0.777 0.567 1.534 -0.1570
H 2.077 0.104 5.196 0.2817
C -5.416 -2.093 -3.069 0.6633
H -6.606 -0.396 -3.710 0.3471
C -0.634 0.075 4.140 0.2052
H -3.766 -7.043 0.669 0.2877
H 3.387 1.740 5.978 0.1872
H 4.592 3.221 2.525 0.1573
C 0.558 2.406 3.733 -0.1116
C 0.169 3.394 -1.700 -0.3736
N 0.767 6.369 2.936 -0.6959
C -3.680 -6.906 -1.489 0.7228
H -4.609 -3.508 -4.492 0.3250
C -1.197 -1.126 0.585 0.2901
C 5.039 2.528 -4.788 0.5191
H -3.953 -2.838 1.771 0.2805
```

## Properties
E (eV): -70869.4132
Structure (SMILES): CCSCc1c(CCCOC)c2c(c(P(N)O)c1COC)C(=O)N(CNC)C2=O.CC(C)O.CC(C)O.CC(C)O



# 3
DFT (ωB97M-V/def2-TZVPD) results for a 7-piece molecular cluster, C28H54O8 overall at a distorted geometry.

Geometry as XYZ:
```
90
Properties=species:S:1:pos:R:3:mulliken_charge:R:1
C -3.554 1.719 3.858 -0.1945
C 2.860 2.674 -0.939 -0.1648
C 1.451 -2.871 -4.110 -0.7261
H 6.505 -3.148 3.747 0.2724
H 0.265 -0.328 2.472 0.3276
C -3.577 -3.073 -1.307 -0.5735
H -0.656 -1.489 1.483 0.2747
H 3.952 2.780 -0.868 0.3730
O -4.429 2.762 0.622 -0.5579
C 6.123 -1.817 1.003 -0.4304
H -1.267 3.357 0.512 -0.0495
H 2.132 -3.525 -4.665 0.3309
H 0.325 3.463 -1.679 -0.3749
C -4.745 -1.564 -0.039 -0.4572
H 2.215 -0.822 1.115 0.1928
C 5.254 -3.739 2.056 -0.5006
H -4.935 4.710 0.086 0.3518
H -5.463 -2.080 0.611 0.2701
C 6.611 -3.340 2.674 -0.4322
H -3.769 -4.090 -0.922 0.2623
H 2.573 1.981 -0.146 0.0772
C 0.102 -2.752 -4.782 -0.2794
H -1.174 -0.402 4.065 -0.1813
H -3.341 -3.248 -2.362 0.3356
H 4.358 -2.697 0.305 0.0465
H -3.840 2.183 2.916 -0.0982
C -3.334 -1.679 0.594 0.6389
O -0.528 0.369 0.703 0.0135
H -1.402 0.276 5.656 0.4289
H -4.035 2.309 4.652 0.4381
H 2.959 4.858 -1.051 0.3102
H 0.849 -1.299 -1.508 -0.4334
H -1.766 -3.051 -0.096 0.3839
H -1.829 2.305 4.951 0.4012
H -2.845 5.628 0.635 0.3804
O 2.602 2.184 -2.254 -0.4144
C -1.869 0.167 4.676 -0.0518
H -2.679 4.634 2.048 0.2385
C 0.517 -1.972 -6.014 -0.5387
H -1.423 1.877 3.278 -0.0735
H -2.964 -0.704 0.905 -0.6130
H 6.620 -1.436 0.110 0.3243
H -5.059 4.294 1.792 0.3423
O -4.695 -2.225 -1.291 -0.4561
H 1.464 -0.841 -3.473 -0.2808
O -0.538 1.119 -1.388 -0.6414
H 1.324 -2.269 0.767 0.3214
C -2.258 3.598 0.125 0.1405
H 5.500 -1.020 1.425 0.2376
H 1.424 2.772 -3.819 0.3249
H -0.273 -1.476 -6.570 0.3220
H 3.019 -1.299 -4.126 0.3432
H 1.975 -0.085 -1.096 0.4295
H -2.206 3.915 -0.913 0.2821
C -3.109 2.333 0.278 0.4940
H -0.580 -2.176 -4.150 0.0950
H -3.440 -2.348 1.448 0.1356
H 5.131 -4.820 2.004 0.3547
O 1.439 -0.983 -5.521 -0.4442
C 2.224 4.067 -0.868 -0.7815
H -2.744 1.737 1.119 -0.6355
H 1.458 -3.243 -3.084 0.3267
C 0.076 -0.677 1.464 -0.4660
C 1.945 -1.422 -4.271 0.1991
C 1.207 4.017 -2.006 0.2059
C -2.040 1.615 4.134 -0.1511
C -0.051 0.402 -0.567 0.2237
H -3.676 -0.490 5.763 0.2416
H -3.153 1.728 -0.624 0.3414
C -2.981 4.608 0.998 -0.7092
C 5.307 -3.081 0.680 -0.1965
H -3.336 -1.412 4.356 0.3707
C 1.298 -1.188 0.649 -0.7599
O -4.075 0.403 3.881 -0.4573
H 2.768 3.841 -3.504 0.2958
C -4.446 4.152 0.900 -0.5923
C 2.003 3.223 -3.011 -0.6228
C -3.286 -0.387 4.741 -0.6033
C 1.075 -0.575 -0.723 0.3251
H 0.865 4.993 -2.350 0.4697
H 4.427 -3.341 2.645 0.1995
H -2.052 -1.607 -1.156 -0.2334
C -2.500 -2.355 -0.498 0.0345
H 1.077 -2.640 -6.680 0.2879
H 7.333 -4.161 2.602 0.2540
H 5.845 -3.684 -0.046 0.3071
O 7.087 -2.205 1.979 -0.4190
H -0.385 -3.705 -4.991 0.3670
H -5.089 -0.536 -0.143 0.3172
H 1.851 4.324 0.127 0.3329
```

## Properties
E (eV): -46288.8079
Structure (SMILES): O=C1CCCO1.C1CCOC1.C1CCOC1.C1CCOC1.C1CCOC1.C1CCOC1.C1CCOC1



# 4
DFT (ωB97M-V/def2-TZVPD) results for C28H55IN2O12S as an isolated structure at a distorted geometry.

Geometry as XYZ:
```
99
Properties=species:S:1:pos:R:3:mulliken_charge:R:1
C -3.179 -2.878 -0.845 -0.3866
O 3.186 1.575 -8.901 -0.5544
H -7.618 -2.112 -3.085 0.2969
C -0.099 1.231 3.081 -1.2173
H 0.082 1.948 2.275 0.3477
H 0.773 -3.590 -1.090 0.3082
H 4.421 1.442 1.945 0.3830
H -2.640 -2.775 0.087 0.3531
C -4.627 -3.090 -3.053 -0.5735
C 5.883 -0.137 1.720 0.5582
H -0.862 2.993 5.086 0.3427
C -3.251 -3.035 -3.197 -0.3502
O 0.990 -5.946 -1.799 -0.4453
H 8.308 1.994 2.237 0.0891
H 3.716 0.774 -8.964 0.3449
H -2.351 1.908 2.012 0.3373
O 1.627 -0.553 0.833 -0.4379
H -7.957 -1.501 -5.822 0.2660
H -5.216 -3.175 -3.954 0.4362
H -8.898 -3.709 -5.196 0.3184
I -1.259 -5.965 -3.637 -0.0004
H -1.473 3.605 3.538 0.3804
H 2.139 2.601 -7.511 0.2812
H 9.723 -0.111 3.466 0.3281
H -8.304 0.459 -4.343 0.3216
H -3.769 2.064 9.375 0.3833
H -3.861 3.857 7.614 0.2560
H -2.599 2.968 4.734 0.2791
H -2.791 -3.072 -4.166 0.5660
C 9.072 1.648 2.935 0.7664
H 7.739 1.711 4.634 0.3191
C -4.558 -2.941 -0.808 -0.6615
C -2.484 -2.938 -2.043 0.1983
H -0.031 0.234 2.653 0.1237
O 9.055 0.222 2.858 -0.4971
C 3.924 1.816 -6.611 -1.2149
C 2.734 1.688 -7.551 0.3260
C -1.475 1.449 3.693 0.4463
H 4.164 -0.833 1.115 0.3020
H 8.690 3.190 4.415 0.3641
S 0.210 -1.276 -3.667 1.0672
O 0.527 -0.989 -2.118 -0.4071
C -3.810 1.826 8.311 -1.2837
H 3.601 1.937 -5.576 0.3244
C 0.684 -1.066 0.418 0.7105
O 4.913 -1.180 1.612 -0.5712
C -9.381 -2.790 -4.862 -1.3115
H -2.796 1.643 7.956 0.3036
H 5.526 0.653 -0.261 0.3692
O -4.461 2.631 6.126 -0.4859
C -5.877 3.221 7.996 -1.3406
C 0.063 -5.267 -2.068 -0.1081
H 0.690 1.344 3.826 0.3948
H -1.655 0.694 4.460 0.2857
H 1.484 0.581 -6.165 0.1732
C 5.289 1.043 2.478 -1.1239
H 2.432 -0.435 -7.261 0.3176
N -5.301 -3.066 -1.910 -0.5255
O 1.416 -1.484 -4.360 -0.5438
C 1.864 0.496 -7.183 -0.9841
N -0.384 -1.533 0.030 -0.3443
C -4.459 2.950 7.517 0.4680
H 4.538 2.674 -6.887 0.3253
O -0.532 -2.676 -3.425 -0.3662
C -0.965 -2.870 -2.067 1.5111
H 1.017 0.418 -7.865 0.3374
H 9.447 1.724 5.061 0.4014
H 11.214 1.806 3.167 0.3708
H -4.374 0.897 8.187 0.3341
H -0.720 -4.186 -0.396 0.5390
H 6.018 1.846 2.600 0.2740
H 6.778 -0.583 -0.192 0.3067
H -1.475 -0.840 -1.555 0.7450
H -9.782 -2.976 -3.862 0.3374
C -9.034 -0.351 -4.363 -1.3048
H 10.668 1.846 1.494 0.3607
C -0.219 -3.967 -1.332 -0.6076
H 4.556 0.926 -6.673 0.3302
C -1.607 2.834 4.303 -1.2152
O -0.761 -0.366 -4.143 -0.5897
H 10.453 3.271 2.524 0.3684
O -7.284 -1.975 -3.979 -0.4173
O -2.485 1.249 2.701 -0.5518
C 6.361 0.274 0.336 -1.2068
H -5.893 3.498 9.051 0.3748
H -9.424 -0.465 -3.348 0.3444
H 7.125 1.052 0.393 0.2918
H -5.062 -2.908 0.146 0.4055
C 10.429 2.181 2.504 -1.5213
H 6.717 -0.551 2.283 0.1755
C 8.715 2.102 4.342 -1.3538
H -6.328 4.028 7.417 0.3302
H -6.500 2.333 7.862 0.3516
H -10.214 -2.571 -5.532 0.3994
H -4.982 1.830 6.006 0.3085
C -0.607 -1.477 -1.407 -0.4377
H 4.950 0.728 3.466 0.2647
H -9.857 -0.063 -5.019 0.3826
C -8.381 -1.644 -4.828 0.3331
```

## Properties
E (eV): -76412.7096



# 5
DFT (ωB97M-V/def2-TZVPD) results for an isolated ion of composition C28H55N4O4S2 and charge +1 at a distorted geometry.

Geometry as XYZ:
```
93
Properties=species:S:1:pos:R:3:mulliken_charge:R:1
H 1.160 3.432 -1.809 0.2338
C -4.746 0.494 0.227 -0.9710
C 2.180 3.335 -2.172 -0.8753
H -0.509 -4.483 -0.741 0.5901
C 1.139 0.473 -5.185 -1.1813
H -7.932 2.311 -0.848 0.3575
H 0.040 3.522 0.668 0.1812
H -2.632 -0.478 -1.440 0.3184
H 0.661 0.119 -6.086 0.3658
H 1.272 -1.381 2.231 -0.2477
H -2.853 -2.801 -1.366 0.6540
H -0.173 -1.252 4.642 0.2096
H 4.119 3.983 -1.603 0.3821
H -3.107 -2.713 1.161 0.2170
C -6.228 0.704 -0.085 -0.8457
H 1.326 -2.884 -2.277 -0.0216
C -0.846 -2.373 -1.198 -0.0007
C -2.772 -0.952 -0.470 -1.3780
H 0.937 -1.199 -1.050 -0.1126
H -4.602 -1.627 0.525 0.2803
H 3.755 3.042 0.880 0.3344
H -0.821 -2.162 2.166 -0.0095
C 3.743 -3.159 -1.533 -1.7045
C 0.354 4.095 1.535 -1.0552
H 0.247 -3.336 0.382 0.0892
N -2.390 -3.118 0.570 -0.5424
C 1.459 3.011 3.634 -1.0146
C 0.170 3.293 2.841 0.5903
C 2.541 0.654 1.649 -0.8272
C 1.304 -3.614 -1.473 -0.5536
H 2.941 1.495 3.921 0.4388
H 3.528 -3.669 -2.469 0.5224
H -6.333 0.801 -1.166 0.4823
H 4.399 -0.783 -3.724 0.4394
H 1.335 3.423 4.632 0.3403
C -1.893 -0.201 0.540 0.1020
H -0.479 3.905 3.464 0.6806
H -2.711 -4.049 0.335 0.2981
H -0.548 0.280 3.896 0.5962
H 2.381 -2.637 0.102 -0.1812
H 1.392 1.154 4.675 0.4777
H 4.876 -1.301 -1.552 0.6344
H -2.204 0.497 2.532 0.7211
C 1.182 -0.698 3.067 -0.4160
H 1.403 4.334 1.379 0.0896
H -2.097 0.853 0.373 0.7482
H -1.921 -1.980 3.505 0.8094
H -0.058 0.543 0.225 -0.7050
C 3.508 2.607 -0.083 -0.8663
O 0.986 -1.783 -4.385 -0.5909
N -0.449 -0.389 0.286 0.8471
O -6.337 2.324 1.678 -0.5292
C 3.882 -1.648 -1.814 1.0469
C -0.133 -1.040 -0.992 -0.0638
H 2.275 3.577 3.187 0.4722
H -3.239 -0.836 2.176 0.6637
C -6.680 2.007 0.556 0.5774
H 0.495 1.155 -4.635 0.2638
C -2.221 -0.473 2.043 -1.6694
H -0.388 2.379 2.655 -0.7669
H -4.599 0.665 1.287 0.4180
H -4.789 -1.109 -1.152 0.5690
C 1.860 1.533 3.773 -1.1609
H -0.955 -2.545 -2.267 0.1339
H -6.848 -0.112 0.278 0.3594
C -0.215 -0.733 3.688 -1.1832
C -1.283 -1.428 2.813 -0.9121
C 2.556 -3.453 -0.602 0.0804
C -0.011 -3.519 -0.656 -0.8231
H 2.702 -4.356 -0.013 0.5212
C 3.198 3.707 -1.096 -0.4526
H 2.351 2.310 -2.495 0.0278
H 1.355 -4.614 -1.897 0.6406
S 2.133 1.430 0.107 0.3556
H 3.344 -2.200 -3.854 0.4630
H -4.204 1.262 -0.324 0.4134
H 3.169 -1.092 -1.211 -0.9990
C -4.279 -0.894 -0.211 -0.5555
O -7.461 2.829 -0.188 -0.4675
H 1.906 -1.036 3.817 0.7253
S 3.979 -0.073 1.811 -0.0597
H 4.652 -3.597 -1.131 0.4059
H 4.377 2.048 -0.417 0.5600
H 2.844 4.607 -0.599 0.2716
H -0.198 5.027 1.585 0.4273
H -0.364 -0.382 -1.839 0.1072
C 1.506 -0.679 -4.294 0.6906
C 3.555 -1.306 -3.279 -1.1613
O 2.438 -0.383 -3.344 -0.1072
N 1.537 0.667 2.634 1.1643
H 2.300 3.961 -3.050 0.4585
H 2.041 1.037 -5.406 0.3276
N -2.285 -2.354 -0.648 0.8360
```

## Properties
E (eV): -65741.2983
Total charge: +1